No. 1
This record from the OMol25 dataset describes 10 unconnected molecules or ions with the total composition C45H104F30N5O4P5. The level of theory is wB97M-V/def2-TZVPD.

Geometry (Å):
P -21.6574 -16.2377 20.4522
P -25.9831 -12.3917 26.1720
P -16.7744 -10.5050 20.9187
P -22.8338 -5.1936 24.9835
P -17.4916 -18.3167 27.8063
F -16.9264 -19.5462 26.9169
F -17.5928 -19.3558 29.0225
F -22.5469 -5.5780 26.5316
F -16.3007 -10.3501 22.4497
F -16.5258 -12.1115 21.0828
F -22.7245 -17.4130 19.9874
F -22.8277 -4.7888 23.4144
F -26.2904 -11.8566 27.6667
F -15.2405 -10.3349 20.4296
F -16.9157 -8.8782 20.8807
F -27.1234 -11.4976 25.5382
F -21.1915 -16.1001 18.9272
F -24.6732 -13.2171 26.6197
F -24.4141 -5.4398 24.8800
F -23.0169 -3.6575 25.4290
F -24.9827 -11.1132 25.9137
F -20.5506 -17.3444 20.7133
F -26.9185 -13.6540 26.3720
F -22.7019 -6.8307 24.5651
F -22.7921 -15.0688 20.2621
F -17.1730 -10.7133 19.3930
F -18.8862 -18.5556 27.1061
F -16.0123 -17.8648 28.3806
F -18.3611 -10.6867 21.3674
F -22.1930 -16.2741 22.0051
F -20.5122 -15.0924 20.9399
F -21.2013 -4.9317 24.8560
F -17.1097 -17.2876 26.6037
F -25.6143 -13.0007 24.6556
F -18.1326 -17.1068 28.6155
O -22.7453 -11.2519 22.1082
O -12.6260 -13.4933 22.1833
O -7.6660 -13.3293 23.1038
O -20.4443 -14.9299 24.5944
N -23.1899 -14.3256 24.1646
N -14.6383 -19.3628 25.1824
N -19.6247 -8.7356 24.8084
N -20.5530 -12.3956 17.8273
N -10.1360 -13.8102 22.4020
C -12.2293 -13.5144 23.5610
C -9.0921 -14.7085 21.7691
C -14.8906 -17.1025 22.1039
C -20.7530 -8.5888 17.1381
C -15.1794 -18.3045 23.0158
C -21.4109 -7.3488 21.6497
C -17.2465 -14.4226 18.3546
C -21.4057 -15.6915 25.2662
C -10.9374 -14.3115 23.6236
C -14.3663 -19.1215 26.6529
C -20.2516 -9.8157 17.8753
C -14.5761 -20.4804 27.2987
C -15.7836 -20.3822 25.0688
C -18.6444 -14.2364 17.8154
C -6.2428 -13.1149 23.2931
C -21.2545 -12.3395 19.1697
C -21.4436 -10.0758 25.7890
C -13.4928 -20.1434 24.7421
C -18.1317 -8.7468 24.5422
C -15.4898 -21.2818 26.3259
C -20.6493 -11.0549 17.1266
C -22.8908 -13.0807 17.4888
C -7.7719 -14.7112 22.5854
C -14.9115 -18.0473 24.4764
C -18.4236 -7.1050 26.2092
C -19.9372 -9.8690 25.6564
C -19.3518 -15.7535 24.1156
C -16.0340 -16.1202 22.0821
C -19.7940 -7.5009 25.6895
C -22.7242 -12.3722 18.8625
C -22.8794 -12.6640 22.3597
C -19.1298 -12.7551 17.9883
C -12.1947 -19.3444 24.6785
C -21.2606 -8.2304 20.4474
C -13.6092 -12.4674 21.9842
C -22.6934 -12.9340 23.8181
C -20.3999 -8.7426 23.4971
C -21.6266 -11.1747 26.7788
C -16.7563 -15.8332 18.3732
C -22.6356 -14.9099 25.4544
C -11.2539 -20.4062 24.3343
C -17.3890 -8.1864 25.6847
C -20.2457 -7.5163 22.7201
C -21.4420 -13.4128 17.0769
C -23.7125 -10.5090 22.8445
H -16.3701 -21.6992 26.8299
H -18.8095 -16.1156 24.9948
H -20.7557 -9.9325 18.7983
H -17.3908 -16.4873 18.9575
H -20.4420 -8.9277 20.5948
H -7.5953 -15.4095 23.4286
H -23.5177 -13.9075 17.6330
H -15.4499 -15.2027 21.7364
H -20.6452 -8.6083 16.0169
H -21.9470 -9.1714 26.1332
H -20.2126 -7.6798 17.4796
H -21.0339 -7.5715 19.5628
H -20.8580 -11.5221 19.7711
H -10.3671 -14.2787 24.5693
H -23.2629 -12.2649 24.4795
H -22.3566 -14.0495 26.1232
H -12.0517 -12.4971 23.9394
H -16.5044 -13.8364 17.7673
H -5.6953 -12.9534 22.3085
H -20.1770 -11.3128 16.2219
H -20.5504 -7.6513 26.4329
H -23.2881 -12.8956 19.6102
H -19.2821 -7.3388 22.2655
H -21.6358 -12.9638 24.0738
H -14.9954 -22.2649 25.9807
H -9.0195 -14.2714 20.7839
H -17.1616 -8.9276 26.4896
H -22.6652 -11.4158 26.7728
H -11.6349 -21.0391 23.4993
H -18.3920 -7.1827 27.2952
H -21.7244 -10.9866 16.9877
H -19.5160 -10.7997 25.2384
H -15.5316 -20.8631 24.1679
H -21.0819 -13.2604 19.7620
H -23.3805 -15.5332 25.9689
H -13.6800 -21.0000 27.5358
H -13.9737 -16.6792 22.5250
H -16.6958 -19.8645 25.0760
H -20.1789 -6.6592 25.1236
H -21.7932 -8.5271 17.3313
H -21.4890 -8.9295 23.7024
H -13.9098 -17.5272 24.6100
H -13.6753 -20.4159 23.6967
H -11.2270 -20.9596 25.2497
H -24.6659 -11.0998 22.8752
H -21.2826 -13.3985 16.0174
H -9.5860 -15.7062 21.6979
H -17.9761 -8.0820 23.6874
H -15.7270 -16.0313 18.6844
H -22.3898 -7.4201 22.1379
H -23.4324 -10.1322 23.8257
H -12.9957 -13.9471 24.1894
H -16.7916 -16.1885 17.3470
H -21.0761 -11.9887 26.3816
H -22.1691 -8.7896 20.1799
H -15.7219 -17.5191 25.0604
H -16.2220 -18.6788 22.9164
H -19.4879 -9.6728 26.6312
H -21.6703 -16.6085 24.7175
H -23.1004 -11.3229 18.8762
H -20.4609 -6.6698 23.3999
H -21.2852 -14.3867 17.5220
H -17.2731 -14.0564 19.3718
H -11.1237 -15.3770 23.3721
H -18.8353 -12.4490 19.0138
H -22.8604 -14.9939 23.4335
H -14.5186 -19.1376 22.7234
H -16.3494 -15.8310 23.1343
H -10.2960 -20.0370 24.0187
H -21.0343 -16.0272 26.2270
H -6.9264 -14.9381 21.9231
H -23.9341 -9.6475 22.1816
H -16.4737 -7.8690 25.2167
H -18.7058 -15.0541 23.6270
H -11.9283 -18.9465 25.6482
H -5.7971 -14.0278 23.6939
H -21.8831 -10.3251 24.7955
H -15.0880 -20.4633 28.2459
H -19.7503 -16.5624 23.5322
H -9.7425 -12.8645 22.5741
H -13.1362 -11.4735 22.1416
H -21.2758 -6.3126 21.2817
H -13.3638 -18.8469 26.7666
H -18.1850 -6.1105 25.8359
H -19.2206 -14.9432 18.4132
H -22.1931 -13.1321 21.6746
H -10.9681 -13.7350 21.7870
H -23.3452 -12.3700 16.8337
H -18.5365 -12.1605 17.2604
H -20.1007 -9.6140 22.8755
H -16.8701 -16.3775 21.3928
H -19.1723 -9.7545 18.0468
H -14.6517 -17.5021 21.1058
H -13.9949 -12.5613 20.9944
H -14.4894 -12.5688 22.6753
H -14.9862 -18.2799 26.9547
H -12.2229 -18.6090 23.8461
H -13.3822 -21.1109 25.2545
H -23.9648 -12.8450 22.0026
H -6.0759 -12.3053 24.0106
H -21.2548 -10.9950 27.8021
H -24.2406 -14.2934 24.1748
H -17.8183 -9.7255 24.2011
H -18.7722 -14.4204 16.7386

Calculated values
Strongest force on any atom ... 3.30 eV/A
LUMO level ... -1.62 eV
HOMO-LUMO gap ... 8.2 eV



No. 2
This record from the OMol25 dataset describes 13 unconnected molecules or ions with the total composition C45H109N7O19. The level of theory is wB97M-V/def2-TZVPD.

Geometry (Å):
O 5.2181 -11.0077 3.3899
O -1.1144 -6.9752 -1.4736
O 1.5147 -0.8483 10.3684
O 3.5686 0.8544 -0.1714
O 6.1391 4.8173 -10.1600
O -0.8830 2.2085 -9.1154
O -7.0932 -3.4130 9.0124
O -3.4549 5.6472 7.6406
O -9.3090 -4.7382 -3.0678
O 6.1622 -4.1665 -7.5634
O -5.2110 -2.6856 6.7850
O 0.5405 0.9099 -1.4461
O -8.4439 3.1954 0.3350
O -7.9688 3.5819 -2.7463
O 0.7042 -2.0954 12.8953
O 1.8164 7.7656 -5.9251
O 5.0385 8.9595 1.7285
O 5.6518 -8.1856 3.2260
O 6.5410 -3.4029 -10.2393
N -3.2446 -6.4145 -1.1731
N -1.1857 6.1522 7.3429
N 1.6804 7.4823 -3.6834
N 8.2834 4.4545 -10.0731
N -2.6539 1.2109 -8.2855
N 6.4772 10.0459 3.0839
N -11.3974 -4.9148 -2.5035
C 6.9336 8.8457 3.7635
C -3.5844 0.0811 -8.2151
C 8.6674 5.3947 -11.1388
C -1.4452 1.1212 -8.8971
C -2.3858 -6.6125 -3.4357
C 5.3830 -10.3099 2.1838
C 0.1923 -0.8251 12.4743
C -7.8411 -2.3499 8.2889
C -2.2455 6.4553 9.4823
C 5.5541 9.9948 2.0890
C -1.1703 5.7972 5.9542
C -8.4258 3.0513 1.7270
C 4.5281 1.3468 0.7966
C 7.0725 4.2316 -9.6437
C 5.1552 11.3152 1.5281
C 0.2565 7.3012 -3.6312
C 3.7992 8.0671 -4.6048
C 5.2427 -6.9025 3.6459
C -4.9127 -3.6438 7.7617
C -9.8353 -3.9059 -0.8592
C -2.2077 -6.6350 -1.9642
C 5.3299 -4.2952 -6.4136
C 2.3208 7.7921 -4.7911
C -7.9065 4.9674 -2.9931
C 0.5360 0.0693 -0.2639
C -3.1248 -6.4885 0.2583
C -7.1030 3.0190 -1.7506
C 1.8025 1.2873 -1.8690
C 2.5513 -0.3174 9.6176
C 6.5211 -4.7733 -9.8407
C 6.8390 3.1914 -8.5589
C 4.7230 -8.9199 2.4063
C 1.2025 -0.0728 11.6032
C -2.3355 6.0736 8.0649
C -10.1387 -4.6409 -2.1742
C -6.2732 -4.2571 8.2281
C -0.7525 -0.2028 -9.2738
C 7.3449 -3.1881 -11.3844
C 5.6316 -4.9278 -8.5913
C 5.1865 -12.3878 3.3216
C -4.2539 -1.6456 6.7157
C -0.2434 -2.8618 13.6779
C 2.8213 1.8427 -0.8588
C -7.1980 3.5273 -0.2882
C -11.8841 -5.3389 -3.7810
H 6.7766 -3.4942 -12.2627
H 4.8552 -6.1839 2.9237
H -12.0633 -4.7393 -1.7646
H -3.2480 -1.9720 6.4519
H -1.1013 -0.5630 -10.2416
H 5.3580 -5.3278 -6.0658
H -10.0019 -4.5862 -0.0240
H -8.2098 -2.5409 7.2811
H 7.7187 8.4703 3.1071
H 3.8893 9.1324 -4.3921
H -2.9216 -7.4959 0.6213
H 4.6310 -4.5847 -8.8544
H 7.5389 3.1176 -7.7266
H -3.4019 -6.8250 -3.7682
H -2.3404 -5.8075 0.5884
H 9.0428 4.0319 -9.5585
H -4.4054 -4.4503 7.2323
H -6.3925 3.1063 0.3136
H 0.3273 -0.0541 -9.2700
H 7.3710 -2.1000 -11.4428
H -4.6431 -0.8866 6.0370
H -9.4695 2.8646 1.9799
H -3.8904 -0.1024 -9.2450
H -12.9322 -5.1482 -4.0115
H 0.8539 0.5034 0.6841
H -4.2880 -3.4340 8.6299
H 4.2611 7.5976 -3.7363
H -7.8275 5.4732 -2.0308
H 2.4866 0.7487 9.3999
H 3.4344 -0.5000 10.2298
H -0.3077 6.4656 7.7315
H -0.0145 -0.3610 13.4386
H 6.1176 -5.4078 -10.6298
H -0.4555 -0.3703 -0.1555
H -4.2040 -1.2654 7.7360
H -8.6705 -1.9867 8.8957
H -11.3502 -4.8359 -4.5872
H -4.4835 0.3872 -7.6804
H -3.2828 6.6761 9.7341
H -7.8291 2.1827 2.0053
H 9.0869 6.2182 -10.5610
H 6.8422 2.2382 -9.0876
H 8.3199 -3.6504 -11.2306
H 6.4211 -10.1684 1.8833
H -6.9651 5.1491 -3.5116
H 4.0129 1.7511 1.6679
H -8.0451 3.9706 2.1720
H -7.4112 1.9768 -1.6683
H -3.0208 2.1411 -8.1432
H -0.7077 -0.9352 11.8692
H -0.0328 6.5003 -4.3116
H -8.8212 -3.5074 -0.8289
H 5.8167 3.2916 -8.1944
H 7.5315 -5.1059 -9.6030
H -11.5373 -6.3419 -4.0300
H 7.8262 5.8387 -11.6712
H 3.5429 2.4537 -1.4010
H 5.9698 -6.4060 4.2884
H -0.2085 8.2197 -3.9892
H 0.8547 0.9274 11.3448
H 4.9402 -12.8363 4.2841
H -6.8971 -4.7309 7.4702
H -8.7055 5.2509 -3.6782
H -10.4790 -3.0364 -0.7257
H 6.1687 -12.8107 3.1109
H -1.7751 -7.4328 -3.8127
H -6.0615 2.9709 -2.0685
H 1.7253 2.0525 -2.6413
H 4.4691 -12.7011 2.5631
H -0.1817 7.2027 -2.6380
H -1.6473 7.3441 9.6834
H 9.4533 5.1265 -11.8448
H 2.3398 0.4790 -2.3650
H 3.7469 -9.0896 2.8607
H 6.8789 10.9332 3.3510
H 6.0389 11.8407 1.1660
H 5.6762 -3.7597 -5.5296
H -7.1885 4.6138 -0.2013
H 0.1680 -3.8579 13.8412
H 2.2446 2.4181 -0.1346
H 4.3605 7.8980 -5.5238
H -1.3092 4.7210 5.8512
H 4.7315 12.0343 2.2291
H -2.0112 -5.6331 -3.7333
H -3.9587 -6.0100 0.7720
H 4.4013 -7.0838 4.3148
H -1.9972 6.2612 5.4166
H 4.6050 -8.3342 1.4946
H -3.0753 -0.7994 -7.8230
H -4.1267 -6.2756 -1.6450
H -0.2026 6.0608 5.5273
H -5.9410 -5.0687 8.8755
H 2.1231 0.0620 12.1709
H -1.9761 5.5760 10.0673
H 2.8754 -0.6887 8.6454
H 6.1151 8.1436 3.9220
H -0.9444 -0.9693 -8.5229
H 4.3959 11.2052 0.7538
H 5.5636 -5.9905 -8.3589
H 7.3882 9.2711 4.6582
H -7.1332 -1.5214 8.2660
H 4.8473 -10.8770 1.4225
H 2.1156 7.5922 -2.7786
H 1.1897 -0.8011 -0.3204
H 5.1688 0.5222 1.1090
H 5.1553 2.0723 0.2785
H 4.2965 -3.9920 -6.5816
H -1.1604 -3.0059 13.1067
H -0.5181 -2.3507 14.6006

Calculated values
Strongest force on any atom ... 3.68 eV/A
LUMO level ... 0.30 eV
HOMO-LUMO gap ... 9.3 eV



no.,molar mass (g/mol)
1,1504.2
2,1052.4